# C62H147N5O14

A 14-piece molecular cluster, C62H147N5O14 overall in a non-equilibrium geometry (ωB97M-V with the def2-TZVPD basis set, the Open Molecules 2025 dataset).

Geometry as XYZ:
```
228
Properties=species:S:1:pos:R:3:forces:R:3:lowdin_charge:R:1
O 5.756 0.925 -4.201 -0.1395 0.4636 0.7728 -0.040
O 2.247 -1.494 2.639 -0.6116 -0.4520 -1.4834 -0.165
O -1.787 4.475 -4.396 0.9176 0.3730 -0.1551 -0.071
O -2.002 5.256 2.733 -0.3195 1.0543 -0.2489 -0.076
O 2.985 1.042 3.228 -0.0451 0.7495 -0.3086 -0.063
O -2.087 -2.313 1.697 0.1706 -0.8253 1.2603 -0.135
O -6.801 -0.697 -0.041 0.1284 -0.4205 -0.6969 -0.066
O -4.575 -9.005 -2.002 -0.1541 0.1701 0.3209 -0.044
O -1.106 -0.471 -6.133 0.7758 -0.4717 -0.1231 -0.088
O -3.129 2.776 -2.281 -1.3655 -1.1544 -0.7808 -0.174
O -2.732 0.722 -0.038 1.3868 0.2908 -1.3673 -0.025
O -3.301 4.476 0.016 -0.3428 -0.0631 -0.5557 -0.146
O 4.722 2.835 -2.282 -1.2094 -0.8856 -0.2272 -0.075
O -0.130 -4.966 3.407 -1.7408 -0.2032 0.8902 -0.148
N 3.656 0.591 4.392 0.1889 0.2990 -0.0426 -0.075
N -1.381 0.201 -0.018 -0.2945 0.0213 0.9136 -0.074
N -1.312 5.121 3.970 -0.6680 -0.3130 -0.3888 -0.065
N -3.759 -7.892 -2.340 0.7565 0.5491 -0.1503 -0.077
N 4.514 0.247 -4.023 -0.2150 0.2639 0.8001 -0.094
C -4.431 5.331 0.189 0.7155 0.0283 -0.4107 -0.117
C -0.514 4.019 -4.945 -1.8400 -1.2522 0.6381 -0.413
C -1.789 -5.823 -1.657 -2.0162 -0.3325 0.1779 -0.167
C -2.315 5.087 5.114 0.9727 0.6825 -1.7058 -0.546
C 2.388 -0.363 -5.020 1.6910 -1.0972 0.9339 -0.097
C 1.899 -2.778 2.045 0.0712 0.3966 1.3196 -0.077
C -6.140 -1.387 2.143 1.1666 0.6383 0.0661 -0.054
C 5.925 2.934 -0.236 -1.8009 -1.1799 0.0606 -0.025
C 2.904 2.751 5.626 2.4277 -0.6006 -1.0367 -0.021
C 5.622 -0.047 3.077 0.2372 0.1395 0.1485 -0.040
C -0.408 7.517 3.883 -0.1761 -0.3181 -1.1664 -0.010
C -3.390 -1.104 -5.831 0.2505 -0.7265 0.2899 -0.047
C -1.482 4.819 6.324 -0.2772 -0.5777 1.6588 -0.146
C -1.775 -2.283 3.102 -0.8299 -0.7685 -0.0371 -0.143
C -2.090 -1.424 -6.590 0.0588 0.6757 2.9341 -0.445
C -4.560 -6.754 -0.161 1.0927 -0.1639 0.1994 -0.004
C -0.134 5.998 3.959 -1.0114 1.0156 -0.1791 -0.573
C 5.099 0.859 4.201 0.0539 0.0441 1.1396 -0.506
C 4.577 2.612 -0.868 -0.1997 0.9073 0.7446 -0.474
C 0.563 5.738 5.232 0.8729 -1.1937 0.7677 -0.157
C -3.294 -5.562 -2.002 0.9251 0.8975 -0.2034 -0.135
C 5.179 -0.727 -1.945 0.2446 0.3466 1.1760 -0.042
C 5.911 -1.824 -4.007 1.3820 -0.1815 -0.9017 -0.031
C 1.520 0.696 5.492 -0.7213 0.5097 0.5156 -0.031
C 4.553 -0.176 -6.489 0.9573 1.1991 -0.9740 -0.033
C -5.826 -1.501 0.662 -1.1449 0.6675 0.5060 -0.480
C -1.538 -2.778 -6.144 -1.2964 0.0554 -1.5011 -0.052
C 0.744 5.574 2.805 0.8425 -0.6336 -0.8254 -0.038
C -3.208 3.916 4.774 -0.7638 -0.6892 1.5061 -0.030
C 0.548 3.757 -3.888 0.4410 0.1552 -1.1044 -0.040
C 2.694 -1.811 -4.527 -2.6776 1.0102 1.0755 -0.153
C -0.999 0.289 -2.599 1.3216 -0.0718 0.4201 -0.019
C -0.442 1.224 0.620 -1.3099 -1.2741 0.1656 -0.456
C -0.821 -5.405 2.234 0.5130 -1.8396 0.3274 -0.160
C 0.282 -1.220 -1.009 -0.5686 0.8436 -0.4418 -0.120
C -0.858 2.697 -5.677 0.4673 1.1093 -1.0973 -0.056
C -3.024 6.417 5.275 -1.0325 0.3526 0.2032 -0.028
C -4.335 -6.650 -1.722 2.0290 -0.8443 1.7442 -0.503
C 3.471 3.513 -0.271 0.5191 -0.1316 -0.3028 -0.038
C 3.401 1.810 -5.504 1.1598 -0.5010 -0.6492 -0.029
C 1.380 -0.211 -0.610 -0.5133 -1.2992 -0.6147 -0.165
C 3.682 0.705 6.799 1.1790 -0.9919 0.8705 -0.135
C 3.462 -1.816 -3.234 0.3523 -0.8997 0.1889 -0.139
C -0.452 2.575 -0.048 2.5843 -0.0425 -0.8612 -0.008
C -2.136 -1.613 -1.532 1.8863 0.9697 0.1056 -0.002
C -2.315 -8.281 -2.031 -1.2259 0.8277 1.5405 -0.475
C -2.189 -8.762 -0.539 0.1564 0.1310 -0.2554 -0.029
C -1.048 -0.506 -1.294 -0.1844 -0.6694 0.8042 -0.470
C 0.908 0.491 0.629 1.0170 1.0568 1.8741 -0.133
C -0.919 1.436 2.086 0.3971 0.1034 0.2475 -0.012
C 3.765 0.305 -5.274 -0.8217 1.0135 -0.0064 -0.509
C -4.248 1.901 -2.712 -0.0292 0.9354 -1.1465 -0.085
C 2.960 1.189 5.586 0.2677 0.9479 -1.4748 -0.519
C -2.001 -9.465 -2.875 -0.0213 -1.3751 -0.5387 -0.068
C -1.368 -7.081 -2.354 0.8538 -1.3250 0.4710 -0.138
C -0.307 5.813 6.505 0.2919 -1.9572 -1.2229 -0.129
C 5.799 0.352 5.498 0.1353 -0.2371 -0.7508 -0.148
C 5.250 0.897 6.795 -1.8193 -0.6546 -0.3729 -0.156
C -6.075 -2.882 0.155 -0.6110 0.2640 -0.6128 -0.062
C 4.771 -1.044 -3.345 0.5530 -0.7472 -1.0188 -0.517
C 5.581 2.302 3.898 -1.8444 -0.0356 -1.0850 -0.029
C -5.560 -6.281 -2.460 -1.1202 -1.3226 -2.0956 -0.052
H -3.429 3.361 -1.572 0.0548 0.1795 0.2010 0.040
H -2.224 6.218 2.611 0.2006 -0.9880 0.2133 0.099
H -3.749 4.038 3.833 0.0932 -0.0671 0.3040 0.078
H -5.459 -6.234 0.121 -0.6595 -0.0302 0.0305 0.058
H -1.737 2.954 -6.299 0.2111 -0.6557 0.4184 0.097
H 0.844 -0.265 1.448 0.0928 0.6090 -0.5733 0.105
H -1.353 -6.969 -3.441 0.1468 0.1141 0.0013 0.119
H -2.156 3.814 -3.800 0.0599 -0.2413 0.2803 0.039
H -4.818 -1.145 0.485 0.3038 0.0764 -0.2418 0.117
H -1.381 -9.482 -0.385 0.1717 0.2286 -0.2650 0.084
H -5.911 -0.370 2.442 -0.2072 0.3781 0.2038 0.077
H 5.510 1.937 6.906 -0.0317 0.5382 -0.0251 0.093
H 2.770 2.122 -4.672 0.1120 0.2589 -0.1586 0.047
H -0.654 -2.943 -6.777 0.1441 -0.3188 1.0166 0.087
H 0.291 5.729 1.808 0.0768 0.0427 0.5513 0.089
H 2.732 -3.222 1.500 0.1191 0.1099 -0.0306 0.082
H -2.936 -1.103 -1.997 -1.3050 -0.0525 -0.4273 0.060
H -5.548 -1.993 2.804 0.6938 -0.5661 -0.0016 0.070
H 0.875 4.704 5.044 0.2021 -0.1737 0.9367 0.099
H -1.731 -6.011 -0.584 0.2042 0.2816 0.1462 0.079
H 2.281 3.101 6.404 -0.8818 0.2651 0.7727 0.064
H 5.705 1.609 -3.491 0.2486 -0.3479 -0.6515 0.086
H 6.129 3.944 -0.508 0.4781 0.8068 0.1432 0.078
H -6.327 -7.072 -2.452 0.2533 0.1383 0.3249 0.093
H -0.299 7.975 4.858 -0.1944 0.2461 0.0433 0.077
H -1.198 3.729 6.304 0.3051 1.1342 0.0765 0.135
H -1.002 1.901 -4.949 -0.4113 0.0416 0.0960 0.051
H -5.326 -6.158 -3.541 0.0188 -0.0154 0.5711 0.099
H 0.063 2.470 -1.048 -0.7023 0.5148 0.8294 0.087
H 6.821 0.721 5.383 0.2957 -0.6540 0.0861 0.117
H -3.088 -9.296 -0.281 -0.3865 -0.2900 -0.0255 0.062
H -6.862 0.207 0.258 0.3586 0.2705 0.4498 0.072
H 0.484 2.720 -3.675 0.0902 -1.1276 0.4918 0.025
H 4.933 2.840 3.119 0.9161 -0.8488 1.1091 0.103
H 5.724 -0.764 5.444 0.3667 0.8290 0.3512 0.131
H 1.489 6.312 5.239 -0.0578 0.2605 0.3533 0.133
H -1.777 -1.506 1.296 0.3243 1.0459 -0.4985 0.017
H -2.091 -7.985 0.217 0.1567 0.2714 -0.2074 0.057
H -2.792 4.468 0.828 0.2229 -0.0540 0.3690 0.046
H 3.919 3.208 5.773 -0.8507 -0.5110 0.1218 0.082
H 1.771 -0.365 -5.906 -0.1167 -0.0123 -0.3510 0.108
H 1.697 6.143 2.827 -0.4579 -0.2804 0.0373 0.098
H -2.150 -1.371 -7.647 -0.3965 0.0051 -1.1084 0.120
H 2.855 1.857 -6.460 -0.0260 0.2011 0.4140 0.087
H 1.568 3.918 -4.250 -0.1847 0.2395 -0.0213 0.079
H -0.682 6.790 6.740 0.0177 0.5408 0.1428 0.092
H -3.761 0.985 -3.119 -0.6111 0.5585 0.4412 0.054
H 4.261 1.589 -0.742 0.2230 -0.4750 0.3695 0.097
H 2.738 -1.583 3.440 0.5888 -0.4135 0.9726 0.049
H 3.171 3.412 0.777 0.2600 -0.9372 -0.0639 0.071
H 6.620 2.258 -0.685 0.8995 -0.3137 0.0822 0.069
H -2.045 -1.335 3.563 -0.3043 0.1106 0.0114 0.069
H -0.203 1.064 -2.632 -0.3575 -0.6466 0.0348 0.063
H 2.297 -0.778 -0.407 -0.0128 0.2679 0.1855 0.104
H -4.887 2.347 -3.595 1.3367 -0.5144 1.7743 0.114
H -3.917 3.694 5.631 0.4784 0.5216 -0.9700 0.109
H -2.560 3.035 4.757 -0.1237 -0.0113 -0.4666 0.078
H 0.324 7.955 3.183 -0.4348 0.0957 0.3560 0.093
H -3.388 -5.378 -3.058 0.3717 0.0111 -0.8039 0.102
H 6.186 -2.727 -3.515 -0.4791 -1.0114 1.0032 0.068
H 0.955 1.316 4.723 0.5913 -1.0409 0.9775 0.092
H 4.829 -1.204 -6.680 -0.0844 -0.4032 0.7940 0.063
H 5.746 2.942 4.743 -0.2500 0.2243 0.5359 0.059
H 1.055 0.827 6.508 0.1723 -0.0768 -0.9394 0.098
H -6.036 -5.388 -2.152 -0.2770 1.0364 0.6859 0.064
H 5.493 0.449 -6.592 -0.9306 -0.7866 0.3505 0.108
H 6.172 -0.250 -1.925 -0.4352 -0.0770 0.2612 0.098
H 1.615 0.465 -1.428 -0.0391 0.2067 -0.2249 0.098
H -0.961 -9.674 -2.691 0.6709 -0.1404 -0.4709 0.080
H -1.862 1.960 2.286 -0.1147 -0.2506 -0.8579 0.081
H 1.698 1.239 0.947 -0.7938 -0.6917 -0.1524 0.129
H 0.120 3.327 0.556 -0.3014 -0.6927 -0.4307 0.096
H 5.142 -1.577 -1.230 0.2520 0.2017 -0.7256 0.109
H -0.953 0.501 2.650 0.1223 -0.0233 -0.1149 0.067
H -4.952 5.396 -0.773 -0.0725 -0.2890 0.3200 0.088
H -2.634 1.303 -0.827 -0.9331 0.1266 0.5919 0.053
H 6.724 -0.097 3.105 -0.3455 0.3250 -0.0425 0.093
H 5.774 2.765 0.837 0.6397 0.2570 -0.1386 0.071
H 0.402 4.268 -2.972 -0.2180 0.8853 0.7601 0.068
H -3.812 6.348 6.079 0.8243 0.1404 -0.7323 0.110
H 5.659 0.393 7.674 0.0523 -0.0993 -0.1619 0.109
H -1.548 -4.765 1.797 -0.5931 1.1439 0.0420 0.044
H -5.359 -3.541 0.622 -0.3168 -0.6596 0.3921 0.073
H -2.361 -3.113 3.569 0.2531 0.7822 -0.3016 0.087
H 0.280 5.416 7.322 0.2232 0.3121 0.4179 0.106
H -1.509 -2.864 -5.055 0.7568 0.1895 -0.2122 0.074
H 5.313 0.291 2.076 -0.0436 -0.2962 0.3308 0.085
H -7.140 -1.622 2.392 -1.2950 -0.1137 -0.1242 0.068
H -5.901 -2.941 -0.918 0.0560 0.1013 -0.1857 0.071
H 0.991 4.489 2.882 -0.1839 0.6674 -0.0227 0.086
H 0.422 -1.871 -1.872 0.7668 0.1533 -0.1532 0.114
H 3.305 1.273 7.631 -0.3848 0.0354 0.6183 0.108
H -7.173 -3.037 0.300 1.0328 -0.6153 0.2020 0.107
H -0.793 -4.992 4.145 1.0650 0.1280 -0.9489 0.102
H 3.231 -2.369 -5.224 0.7892 -0.8402 -1.5623 0.085
H -4.884 -9.325 -2.850 -0.0950 -0.0432 -0.2017 0.102
H -1.923 0.806 -2.721 -0.5846 0.2773 -0.4740 0.030
H 6.889 -1.321 -3.943 -0.5693 0.5746 -0.0682 0.087
H 2.600 3.116 4.661 -0.5087 0.2115 -0.3901 0.060
H 3.678 -2.843 -2.836 0.0261 0.6114 -0.7491 0.144
H -4.081 6.339 0.396 -0.1362 0.2485 0.2865 0.076
H 1.584 -3.458 2.866 0.0069 0.2666 -0.7928 0.078
H -3.541 6.723 4.345 0.1768 -0.1166 0.4077 0.087
H 3.991 0.076 -7.374 -0.4564 0.2442 -0.4296 0.071
H -2.280 7.187 5.528 -0.6349 -0.1532 0.0522 0.064
H -3.788 -0.149 -6.074 -0.2846 1.0181 -0.4507 0.061
H -5.049 4.945 0.989 -0.4543 0.1332 0.0628 0.080
H 1.515 -0.378 5.246 -0.2037 0.4355 -0.0467 0.082
H 0.062 -1.875 -0.183 0.1268 -0.3400 0.4608 0.088
H -1.693 -2.362 -2.173 0.0015 -0.1153 -0.6521 0.071
H -0.058 -5.583 1.509 0.6254 0.0989 -0.6788 0.069
H -4.923 1.668 -1.863 0.4929 0.0079 -0.4976 0.084
H -0.285 4.779 -5.658 0.4896 0.5196 -0.3774 0.125
H -4.203 -1.817 -5.945 0.0805 -0.2635 -0.3105 0.079
H -3.592 -4.595 -1.591 -0.2791 -0.1238 0.4943 0.108
H -1.422 7.669 3.485 0.3161 0.5342 0.1127 0.071
H 3.438 -0.371 6.962 0.2700 0.6053 -0.0281 0.132
H -0.327 -7.344 -1.977 -1.0963 -0.0002 -0.7313 0.141
H -0.065 2.364 -6.368 -0.0468 0.1462 0.2895 0.087
H 5.312 -1.058 3.318 -0.3747 -0.2558 -0.4371 0.075
H -2.395 -2.141 -0.650 -0.5345 -0.1476 0.9910 0.056
H -1.165 -4.965 -1.903 -0.0695 0.0303 -0.0385 0.105
H -2.505 -10.401 -2.585 -0.1193 0.5074 0.3386 0.089
H -1.365 0.453 -6.118 -0.5759 -0.1231 -0.3300 0.030
H -0.824 -0.468 -3.386 -0.1949 0.6560 0.0013 0.095
H 5.873 -2.157 -5.053 -0.7132 0.4849 0.1329 0.074
H 4.387 -0.057 -1.621 0.3267 0.2815 0.4047 0.051
H 1.847 0.201 -4.224 0.3785 -0.3927 -0.4493 0.115
H -2.305 -3.506 -6.455 0.3339 -0.0726 -0.0275 0.081
H -1.431 2.948 -0.138 -1.2180 0.4142 -0.4171 0.036
H 2.846 0.258 2.675 -0.1776 -0.1359 0.1928 0.048
H -2.155 4.936 7.208 0.3789 -0.2262 -0.4486 0.132
H 1.075 -2.578 1.357 0.0972 -0.1717 0.2407 0.059
H 2.891 -1.410 -2.418 -0.4897 0.6266 0.1465 0.074
H -0.207 2.108 2.574 0.3528 -0.2319 0.0381 0.071
H 1.701 -2.286 -4.388 0.5228 -0.1571 -0.0341 0.112
H 4.323 2.437 -5.609 -0.8453 -0.4225 0.2553 0.100
H -4.556 -7.792 0.278 -0.1878 1.1412 -0.7285 0.085
H 4.046 2.233 -2.691 0.7534 0.7804 0.1037 0.083
H -3.764 -6.156 0.355 -0.4131 -0.7088 -0.3372 0.075
H -2.236 -9.380 -3.940 0.3407 0.5049 0.0572 0.092
H -0.740 -2.481 3.374 0.3175 0.0006 -0.5024 0.056
H 2.608 3.347 -0.903 -0.4676 0.5563 -0.0418 0.060
H 6.534 2.084 3.498 1.2046 0.4221 -0.7838 0.057
H -3.172 -1.072 -4.756 0.1822 -0.0917 -0.1679 0.068
H -1.294 -6.406 2.344 0.1581 0.4856 0.3787 0.086
H 3.852 4.525 -0.266 -0.2380 0.5777 -0.6851 0.075
```
Positions in Å, forces in eV/Å.

Results
E_LUMO: 0.377 eV
Net charge: 0
Electronic energy: -3777.26359 a.u.
Gap between HOMO and LUMO: 8.873 eV
ΔE to the lowest compared entry with this formula, charge and spin: 0.000 eV

# C4H9NO2

One molecule with the formula C4H9NO2 in a non-equilibrium geometry (ωB97M-V with the def2-TZVPD basis set, the Open Molecules 2025 dataset).

Geometry as XYZ:
```
16
Properties=species:S:1:pos:R:3:forces:R:3:lowdin_charge:R:1
O 1.738 -0.571 -1.583 -1.9775 1.1385 1.3164 0.046
O -2.366 1.357 -0.442 -0.5867 0.2223 0.0245 -0.026
N -0.285 0.559 -1.276 2.3028 -1.7037 2.6691 0.090
C 0.404 -1.639 1.124 0.2280 -0.7388 1.4445 -0.101
C 0.912 -0.098 -0.787 -0.0038 -0.1836 -0.8220 -0.417
C -0.999 1.541 -0.513 1.4898 2.6563 0.2795 -0.310
C 1.121 -0.332 0.701 -1.9804 0.5522 2.2084 -0.159
H -0.634 -1.529 1.439 -0.1952 0.3791 -0.7398 0.069
H 2.177 -0.432 0.849 0.5138 0.1089 0.0935 0.101
H -2.532 0.478 -0.748 -0.3892 -0.9607 -0.1984 0.075
H 0.771 -2.214 2.024 0.5228 1.1444 -0.7023 0.090
H -0.852 2.620 -0.897 -0.0410 -1.6035 0.1590 0.148
H -0.075 0.611 -2.223 -0.4989 0.8506 -2.2358 0.105
H 0.514 -2.348 0.348 -0.3197 -0.8712 -0.9995 0.055
H -0.558 1.580 0.509 -0.3102 -0.2876 -0.6405 0.107
H 0.663 0.416 1.475 1.2454 -0.7033 -1.8566 0.128
```
Positions in Å, forces in eV/Å.

Results
E_LUMO: 0.871 eV
Net charge: 0
Electronic energy: -363.02379 a.u.
Gap between HOMO and LUMO: 11.085 eV
SMILES: CCC(=O)NCO
ΔE to the lowest compared entry with this formula, charge and spin: 1.680 eV

# C8H12O

One molecule with the formula C8H12O in a non-equilibrium geometry (ωB97M-V with the def2-TZVPD basis set, the Open Molecules 2025 dataset).

Geometry as XYZ:
```
21
Properties=species:S:1:pos:R:3:forces:R:3:lowdin_charge:R:1
O -1.560 1.163 2.826 0.0135 -0.8793 -1.4044 0.021
C 1.357 -0.221 -1.030 -1.8071 -0.6091 0.5567 -0.082
C -0.521 -1.663 0.089 -0.0674 0.0335 0.2021 -0.055
C -0.233 -0.223 -0.345 4.3986 -0.1856 -2.4599 -0.505
C 2.491 -0.550 -0.408 -0.8170 -0.0936 -0.0596 -0.015
C -1.195 0.233 -1.443 -0.0660 0.0534 -0.0567 -0.055
C -1.514 0.621 1.740 2.1421 1.6275 0.1027 -0.145
C 0.629 1.808 1.059 0.1555 -0.4308 -0.3304 0.075
C -0.114 0.757 0.732 -4.1442 0.4432 3.3670 -0.205
H 3.418 -0.697 -0.958 -0.1473 0.3083 0.0765 0.055
H -2.233 0.194 -1.094 0.0928 0.0134 -0.0117 0.080
H 0.078 -1.949 0.958 0.0000 0.0452 -0.1419 0.091
H -0.302 -2.360 -0.727 -0.0082 0.1905 0.1114 0.090
H 1.389 -0.020 -2.100 -0.1592 -0.0259 0.0782 0.087
H -1.116 -0.420 -2.318 -0.0053 0.0153 0.1496 0.087
H 0.373 2.412 1.926 -0.1132 -0.2228 -0.1153 0.071
H -0.987 1.258 -1.764 0.0335 -0.1324 0.0952 0.091
H -2.421 0.116 1.334 0.4576 -0.0581 -0.0215 0.111
H 2.518 -0.759 0.658 -0.0116 -0.0118 -0.0775 0.063
H -1.575 -1.795 0.354 0.0581 0.0403 -0.0003 0.075
H 1.517 2.096 0.510 -0.0053 -0.1211 -0.0601 0.067
```
Positions in Å, forces in eV/Å.

Results
E_LUMO: 0.712 eV
Net charge: 0
Electronic energy: -387.16570 a.u.
Gap between HOMO and LUMO: 9.907 eV
SMILES: C=CC(C)(C)C(=C)C=O
ΔE to the lowest compared entry with this formula, charge and spin: 2.647 eV